# 1
Formula: C2H9N2
Source: OMol25
Level of theory: ωB97M-V with the def2-TZVPD basis set

ORCA input file:
```
! wB97M-V def2-TZVPD RIJCOSX def2/J DEFGRID3
* xyz 1 1
C 1.05277 0.63425 -0.12313
N 1.29899 -0.74307 -0.57156
C 0.15157 0.72774 1.11551
N -2.13121 -0.51821 -0.37153
H 0.49731 1.25249 -0.90912
H 2.11773 1.44674 0.01654
H 0.44580 -1.40013 -0.89772
H 1.94503 -1.39194 -0.17570
H -0.44725 1.83989 1.48731
H 0.38059 -0.16524 1.72002
H -2.87196 -1.18148 -0.23524
H -2.57154 0.08076 -1.07673
H -0.89625 0.17592 0.71799
*
```

## Properties
* LUMO energy: -9.46 eV

=====

# 2
Formula: C6H6N3O2
Source: OMol25
Level of theory: ωB97M-V with the def2-TZVPD basis set

ORCA input file:
```
! wB97M-V def2-TZVPD RIJCOSX def2/J DEFGRID3
* xyz -1 1
C 1.71652 -0.15466 0.19452
C 2.23105 1.14569 0.18582
C 0.19826 2.05360 -0.09774
C 0.37521 -0.40760 -0.14020
C -0.36579 0.77314 -0.27375
C -0.09477 -1.85951 -0.18196
N 1.48285 2.23591 0.11264
N -1.74712 0.76578 -0.50387
N -2.54134 -0.11310 0.04073
O -2.23667 -0.70250 1.10561
O -3.65051 -0.25147 -0.49696
H 2.44228 -1.05555 0.38839
H 3.22216 1.42157 0.37735
H -0.58008 2.78527 -0.13109
H -0.76872 -1.91982 0.56506
H -0.54242 -2.31678 -1.16093
H 0.85908 -2.40000 0.01638
*
```

## Properties
* SMILES: Cc1ccncc1N=[N+]([O-])[O-]
* LUMO energy: 3.78 eV

=====

# 3
Formula: C25H63ClFNO11S
Source: OMol25
Level of theory: ωB97M-V with the def2-TZVPD basis set

ORCA input file:
```
! wB97M-V def2-TZVPD RIJCOSX def2/J DEFGRID3
* xyz 0 1
C 6.12930 0.11584 -2.50245
C 5.34392 1.17904 -1.81396
O 5.61312 1.62087 -0.74247
O 4.25402 1.61983 -2.51216
C 3.03375 1.04755 -2.02157
C 1.99695 1.24308 -3.11489
N 0.59429 1.24348 -2.58296
Cl -0.47542 1.82723 -3.82227
S 0.08449 -0.29403 -2.11917
O -1.00445 -0.78617 -2.88102
O 1.21642 -1.11257 -1.87999
F -0.48132 0.09127 -0.73267
H 5.66060 -0.85163 -2.32153
H 6.21144 0.30009 -3.56960
H 7.12171 0.09425 -2.05966
H 2.73848 1.52441 -1.08559
H 3.19022 -0.00731 -1.82125
H 2.10815 0.48335 -3.88844
H 2.14062 2.22476 -3.55589
C -3.27507 -0.93116 -0.01085
C -4.72305 -1.29736 -0.28650
C -4.98054 -2.77511 -0.04001
O -5.08013 -0.93826 -1.62343
H -2.61075 -1.48224 -0.68016
H -3.10992 0.13205 -0.18864
H -3.00155 -1.16169 1.01906
H -5.38003 -0.70722 0.35403
H -4.35986 -3.38113 -0.70638
H -6.02357 -3.02061 -0.24008
H -4.74889 -3.04646 0.99061
H -4.50988 -1.43633 -2.21982
C -4.49644 0.42801 -4.96578
C -4.55078 1.94397 -4.86274
C -5.71894 2.52610 -5.64233
O -3.31660 2.51373 -5.30587
H -4.36537 0.12666 -6.00941
H -3.65026 0.04259 -4.39582
H -5.40976 -0.03051 -4.58561
H -4.63390 2.23084 -3.81388
H -5.62389 2.28277 -6.70435
H -5.73874 3.61204 -5.54986
H -6.66880 2.12795 -5.28427
H -3.19632 2.27827 -6.23226
C 2.81153 4.32057 1.88471
C 3.57543 3.92873 0.62837
C 4.75987 4.84564 0.37860
O 2.70058 3.92822 -0.50222
H 2.40916 5.33197 1.78476
H 1.97037 3.64508 2.04652
H 3.45730 4.28858 2.76353
H 3.93165 2.90218 0.71578
H 4.41745 5.87561 0.23964
H 5.28936 4.53962 -0.52324
H 5.45845 4.82615 1.21587
H 2.36217 4.82418 -0.60903
C -4.17174 0.22026 5.66914
C -3.61385 -0.54182 4.47732
C -2.49603 0.22395 3.78813
O -4.65323 -0.84801 3.54590
H -4.59352 1.17494 5.34284
H -4.96777 -0.34926 6.14833
H -3.39569 0.42459 6.40770
H -3.23786 -1.51003 4.81064
H -2.86792 1.17749 3.40261
H -2.11502 -0.34879 2.94323
H -1.66936 0.42952 4.46931
H -5.01439 -0.01372 3.22659
C 3.91717 -3.43383 2.35837
C 3.45499 -2.38607 1.35911
C 1.93665 -2.30354 1.29975
O 3.98877 -2.66698 0.06276
H 3.55644 -4.42087 2.06036
H 5.00679 -3.47709 2.39051
H 3.54913 -3.21505 3.36279
H 3.86086 -1.40996 1.62978
H 1.51482 -3.26150 0.98265
H 1.63231 -1.55287 0.57145
H 1.51348 -2.04632 2.27242
H 3.64584 -3.52615 -0.20816
C 2.77911 -7.34535 3.97135
C 2.32071 -7.40414 2.52233
C 2.12317 -8.83703 2.05350
O 3.25021 -6.72334 1.67794
H 3.74014 -7.85464 4.08427
H 2.91114 -6.31102 4.28927
H 2.05842 -7.82481 4.63464
H 1.38482 -6.85409 2.41443
H 3.06603 -9.38746 2.11440
H 1.79152 -8.85787 1.01560
H 1.38477 -9.35572 2.66579
H 4.09743 -7.17768 1.74252
C -1.01259 3.99272 0.07723
C -1.06609 5.51009 0.13746
C -2.15053 6.07331 -0.76699
O 0.20452 6.06241 -0.21290
H -0.77874 3.66220 -0.93919
H -0.23488 3.60277 0.73372
H -1.96940 3.55406 0.36581
H -1.24775 5.82886 1.16478
H -1.95625 5.79681 -1.80703
H -2.17048 7.16153 -0.70837
H -3.13390 5.69080 -0.49125
H 0.38115 5.80191 -1.12418
*
```

## Properties
* LUMO energy: 0.49 eV

=====

# 4
Formula: C2F2O5S
Source: OMol25
Level of theory: ωB97M-V with the def2-TZVPD basis set

ORCA input file:
```
! wB97M-V def2-TZVPD RIJCOSX def2/J DEFGRID3
* xyz -2 1
C 1.59604 0.42294 -0.01737
C 0.35175 -0.56111 0.19997
O 2.07680 0.73618 1.02027
O -2.38563 -0.76003 0.17719
O 1.87062 0.62566 -1.15223
O -1.37532 1.45308 0.81675
O -1.20794 0.60399 -1.44322
F 0.14889 -1.44960 -0.89904
F 0.23639 -1.33069 1.34371
S -1.31162 0.25956 -0.04603
*
```

## Properties
* SMILES: O=C([O-])C(F)(F)S(=O)(=O)[O-]
* LUMO energy: 6.66 eV

=====

# 5
Formula: C5H15NO2
Source: OMol25
Level of theory: ωB97M-V with the def2-TZVPD basis set

ORCA input file:
```
! wB97M-V def2-TZVPD RIJCOSX def2/J DEFGRID3
* xyz 0 1
C 0.62491 -0.68902 -0.53222
C -0.21841 -0.65307 -1.80427
O -0.90426 0.63802 -2.00831
C 0.48739 0.66892 0.30679
N 1.42609 1.01056 1.31074
C 0.81075 1.41419 2.59222
C 2.51174 1.83093 0.85078
H 1.64790 -0.85887 -0.71992
H 0.29915 -1.55602 0.07553
H -1.13537 -1.52028 -1.59688
H 0.29429 -0.79855 -2.75648
H -0.43165 1.41697 -2.19916
H 0.37760 1.41146 -0.52689
H -0.56153 0.49916 0.69815
H 1.47894 1.49246 3.35993
H 0.21029 2.43416 2.60097
H 0.09122 0.59153 2.77164
H 2.81312 2.75317 1.40580
H 3.38385 1.08513 0.65807
H 2.25919 2.23723 -0.13536
H -3.45215 -3.51908 -1.25247
H -3.35528 -4.14036 0.01971
O -3.99580 -3.64224 -0.49889
*
```

## Properties
* SMILES: CN(C)CCCO.O
* LUMO energy: 0.65 eV

=====

# 6
Formula: C4H12O4
Source: OMol25
Level of theory: ωB97M-V with the def2-TZVPD basis set

ORCA input file:
```
! wB97M-V def2-TZVPD RIJCOSX def2/J DEFGRID3
* xyz 0 1
C 1.98430 0.04851 -0.18593
O 2.41828 0.95149 -1.18749
O 2.22200 -1.25245 -0.61685
O 2.76201 0.32284 0.93627
H 3.30102 1.10661 0.77207
H 1.76922 0.95417 -1.90261
H 3.16535 -1.34662 -0.81803
H -0.21659 -0.52610 0.75152
C -1.22363 0.01038 0.08750
C -2.00504 -1.16127 -0.47224
C -1.93162 0.84806 1.13549
O -0.55853 0.71278 -0.84817
H 0.46680 0.77505 -0.43543
H 0.82083 -0.31919 0.49886
H -1.37347 -1.74223 -1.14161
H -2.75850 1.38551 0.66514
H -2.84466 -0.77665 -1.05561
H -2.40421 -1.79343 0.31963
H -1.24608 1.57518 1.56919
H -2.34747 0.22735 1.92830
*
```

## Properties
* LUMO energy: 0.70 eV

=====

# 7
Formula: C30H30BrMgN3O
Source: OMol25
Level of theory: ωB97M-V with the def2-TZVPD basis set

ORCA input file:
```
! wB97M-V def2-TZVPD RIJCOSX def2/J DEFGRID3
* xyz 0 1
Mg 0.29959 -0.16977 -0.01444
N 7.25453 7.38320 -0.17523
C 6.47779 6.53690 -0.15490
C 5.50469 5.47641 -0.12944
C 4.43702 5.49040 -1.02391
C 3.50067 4.47233 -0.99102
C 3.62540 3.42994 -0.07769
C 4.69749 3.41898 0.80911
C 5.63274 4.43858 0.79050
C 2.61958 2.32946 -0.05010
C 3.05887 1.08210 -0.48638
C 4.35012 0.75346 -0.99041
C 4.33338 -0.58667 -1.29101
C 3.03521 -1.04460 -0.96820
N 2.27309 -0.06638 -0.49554
C 1.34050 2.66806 0.42259
C 0.95290 3.93181 0.93387
C -0.36914 3.82874 1.31253
C -0.75064 2.50777 1.02632
N 0.25173 1.80233 0.49642
H 4.34683 6.29784 -1.73763
H 2.66642 4.47901 -1.68048
H 4.79206 2.60789 1.51941
H 6.46252 4.43633 1.48394
H 5.17109 1.44090 -1.11434
H 5.13634 -1.18138 -1.69417
H 2.64000 -2.04542 -1.06516
H 1.58730 4.79943 1.01421
H -0.99304 4.59362 1.74444
H -1.71819 2.05534 1.19075
C -5.04101 -6.20447 0.01410
C -5.14457 -4.71623 -0.32262
C -5.73166 -4.58217 -1.73429
C -6.09654 -4.05981 0.68659
C -3.78458 -4.02032 -0.26703
C -3.69078 -2.65986 -0.54069
C -2.46112 -2.05168 -0.47199
Br -2.36727 -0.16555 -0.82202
C -1.24544 -2.68754 -0.14219
O -0.12959 -1.99444 -0.08313
C -1.34078 -4.07437 0.10548
C -2.60044 -4.67446 0.04726
C -0.15869 -4.99223 0.47181
C -0.34707 -5.48413 1.91463
C 1.22788 -4.34660 0.37639
C -0.14157 -6.20189 -0.47742
H -6.03268 -6.65773 -0.03617
H -4.65375 -6.36223 1.02266
H -4.39753 -6.73243 -0.69245
H -6.70677 -5.07165 -1.78901
H -5.07133 -5.04647 -2.46926
H -5.86493 -3.53612 -2.01466
H -7.07567 -4.54343 0.65642
H -6.23911 -2.99968 0.47132
H -5.70020 -4.14763 1.70006
H -4.56373 -2.07428 -0.79873
H -2.65138 -5.73142 0.26602
H -0.35146 -4.64159 2.60924
H 0.46977 -6.15406 2.19419
H -1.28632 -6.02606 2.03620
H 1.34162 -3.51282 1.06433
H 1.42274 -3.98675 -0.63360
H 1.97679 -5.10460 0.62032
H -1.05159 -6.79840 -0.41456
H 0.69855 -6.85378 -0.22716
H -0.02320 -5.87429 -1.51217
*
```

## Properties
* LUMO energy: -1.13 eV

=====

# 8
Formula: C27H32IN3PPdSSi
Source: OMol25
Level of theory: ωB97M-V with the def2-TZVPD basis set

ORCA input file:
```
! wB97M-V def2-TZVPD RIJCOSX def2/J DEFGRID3
* xyz 3 1
Pd -1.18571 -0.63149 -0.05461
I -0.90729 -1.65131 2.27893
C 0.50424 -0.46685 3.27547
C 0.18881 -0.28523 4.59945
C 1.11113 0.31881 5.46500
C 2.31704 0.71875 4.96983
C 2.63821 0.56831 3.59982
C 3.90671 1.00554 3.14965
C 4.26964 0.90525 1.83828
C 3.34676 0.39833 0.91954
C 2.09672 -0.06879 1.30646
P 1.14583 -0.64372 -0.09202
C 1.64903 0.25476 -1.57199
C 1.53195 1.65138 -1.61100
C 1.93644 2.34727 -2.73628
C 2.46576 1.66220 -3.82826
C 2.60243 0.28264 -3.78733
C 2.19951 -0.42673 -2.66151
C 1.23438 -2.40242 -0.36518
C 1.92262 -3.19433 0.56032
C 1.96788 -4.56653 0.38819
C 1.31829 -5.15366 -0.69286
C 0.62664 -4.37194 -1.61107
C 0.58136 -2.99759 -1.45282
C 1.71242 -0.02213 2.68731
H -0.76073 -0.62269 4.99585
H 0.86199 0.44396 6.50932
H 3.05515 1.16739 5.62236
H 4.59029 1.42699 3.87628
H 5.24251 1.23226 1.49962
H 3.63230 0.37719 -0.12413
H 1.17593 2.20231 -0.75118
H 1.86224 3.42644 -2.75867
H 2.79086 2.21147 -4.70194
H 3.04152 -0.24587 -4.62284
H 2.34094 -1.49915 -2.62946
H 2.43598 -2.73826 1.39846
H 2.51619 -5.18033 1.08976
H 1.36012 -6.22662 -0.82548
H 0.13728 -4.83683 -2.45614
H 0.06154 -2.39727 -2.19127
N -1.40671 0.04382 -2.00426
N -2.31122 -0.74452 -2.75722
C -3.22797 -1.54139 -2.15431
N -4.12851 -2.10749 -2.93394
S -3.25026 -1.86006 -0.47120
H -1.75607 1.00679 -1.97049
H -0.49688 0.04817 -2.47211
H -2.43447 -0.46285 -3.72214
H -4.18341 -1.94993 -3.93053
H -4.82690 -2.71232 -2.52504
C -4.37134 1.36350 1.14217
Si -2.95563 2.25393 0.32712
C -2.46830 3.87338 1.13096
C -3.25983 2.49168 -1.51025
C -1.31535 1.33397 0.76748
H -5.25009 2.01371 1.15601
H -4.15270 1.11572 2.18330
H -4.65935 0.44734 0.62552
H -3.34571 4.52771 1.08334
H -1.65174 4.38471 0.62146
H -2.21904 3.76923 2.18776
H -4.00201 3.29271 -1.58640
H -3.72915 1.62969 -1.99497
H -2.40394 2.84863 -2.09223
H -1.33612 1.11397 1.83538
H -0.38222 1.84838 0.56069
*
```

## Properties
* LUMO energy: -10.35 eV